Molecular formula: C17H29NO4
Method: DFT, ωB97M-V/def2-TZVPD

Positions of all 51 atoms, in Å:
O 4.682 -2.115 -0.573
O -1.575 -2.856 -0.132
O -4.085 2.257 -1.108
O -2.568 -0.817 -0.198
N -4.930 0.311 -0.324
C 2.098 3.633 -0.164
C 0.952 2.884 1.931
C 1.399 4.090 1.112
C -2.582 0.463 -0.694
C 0.030 1.993 1.103
C 2.400 -1.441 -0.548
C 3.391 -2.521 -0.972
C -2.116 -4.303 1.683
C 0.751 1.516 -0.160
C -1.467 -1.579 -0.662
C -3.925 1.111 -0.738
C 1.180 2.731 -0.984
C -0.105 0.533 -1.000
C 0.979 -1.797 -0.968
C -0.114 -0.885 -0.393
C -1.489 1.083 -1.134
C -1.523 -2.960 1.290
H 0.301 3.300 -1.292
H -1.576 -1.721 -1.751
H 1.829 2.312 2.244
H -2.076 -4.423 2.762
H -0.863 2.556 0.827
H -5.872 0.661 -0.312
H -4.732 -0.631 -0.037
H 2.718 -0.504 -1.006
H 0.765 -2.819 -0.645
H 5.322 -2.782 -0.840
H -0.481 -2.896 1.632
H -3.149 -4.365 1.352
H 2.463 -1.331 0.536
H 3.125 -3.479 -0.499
H 0.007 -0.809 0.691
H 1.657 0.990 0.151
H 0.344 0.479 -2.000
H -0.291 1.138 1.703
H 1.701 2.402 -1.887
H -1.555 -5.105 1.211
H 0.526 4.692 0.850
H 2.072 4.714 1.703
H 2.392 4.500 -0.759
H -2.095 -2.141 1.740
H 0.432 3.218 2.832
H -1.609 2.070 -1.550
H 3.007 3.084 0.097
H 3.349 -2.656 -2.063
H 0.908 -1.785 -2.058

* energy: -27780.2252 eV
* SMILES: CCO[C@H]1OC(C(N)=O)=C[C@@H](C2CCCCC2)[C@@H]1CCCO
* orbital gap: 9.63 eV
* molecular weight: 311.4 Da
* max |F|: 0.698 eV/A
* relative energy (zero: lowest compared OMol25 entry of this formula, charge and spin): 84.2 kJ/mol

In the Löwdin picture, each atom carries the following charge in e: atom 1 (O): -0.067, atom 2 (O): -0.074, atom 3 (O): 0.061, atom 4 (O): 0.007, atom 5 (N): 0.184, atom 6 (C): -0.199, atom 7 (C): -0.196, atom 8 (C): -0.207, atom 9 (C): -0.177, atom 10 (C): -0.156, atom 11 (C): -0.181, atom 12 (C): -0.284, atom 13 (C): -0.063, atom 14 (C): -0.287, atom 15 (C): -0.325, atom 16 (C): -0.490, atom 17 (C): -0.160, atom 18 (C): -0.208, atom 19 (C): -0.147, atom 20 (C): -0.195, atom 21 (C): 0.034, atom 22 (C): -0.248, atom 23 (H): 0.118, atom 24 (H): 0.184, atom 25 (H): 0.115, atom 26 (H): 0.076, atom 27 (H): 0.123, atom 28 (H): 0.116, atom 29 (H): 0.101, atom 30 (H): 0.114, atom 31 (H): 0.118, atom 32 (H): 0.085, atom 33 (H): 0.120, atom 34 (H): 0.077, atom 35 (H): 0.125, atom 36 (H): 0.120, atom 37 (H): 0.142, atom 38 (H): 0.127, atom 39 (H): 0.151, atom 40 (H): 0.117, atom 41 (H): 0.117, atom 42 (H): 0.076, atom 43 (H): 0.115, atom 44 (H): 0.107, atom 45 (H): 0.108, atom 46 (H): 0.124, atom 47 (H): 0.109, atom 48 (H): 0.128, atom 49 (H): 0.115, atom 50 (H): 0.122, atom 51 (H): 0.130